# 1
13
Properties=species:S:1:pos:R:3:mulliken_charge:R:1 method="wB97M-V/def2-TZVPD" homo_ev=-14.94 total_charge=+1 total_energy_ev=-6662.13630 molar_mass_da=74.11 homo_lumo_gap_ev=9.2
N 0.7225 0.5639 -0.0239 0.353
N -0.5046 0.9997 -0.0966 -0.048
N 1.8238 1.0919 0.1202 -0.608
C -1.7053 0.2478 -0.0637 -0.715
C 1.0513 -1.5917 0.0141 -0.517
H 2.0947 -1.5868 0.3724 0.319
H -2.4102 0.6162 -0.6636 0.344
H -1.5281 -0.8876 -0.3055 0.232
H -2.0673 0.2928 0.8891 0.351
H 0.8715 -1.9351 -0.9412 0.361
H 1.8035 2.2016 0.2119 0.287
H 0.3917 -1.9652 0.8200 0.360
H -0.5437 1.9525 -0.3332 0.281

# 2
87
Properties=species:S:1:pos:R:3:mulliken_spin:R:1 method="wB97M-V/def2-TZVPD" homo_ev="-1.89 / -1.70" total_charge=-2 total_energy_ev=-160871.43837 multiplicity=2 molar_mass_da=902.59 homo_lumo_gap_ev="5.9 / 5.4"
Cu 0.0623 0.0028 1.1889 0.226
S -2.3426 -2.5983 4.6304 -0.001
S -2.5052 -1.2601 -2.2892 0.002
S -0.4830 -1.7683 2.5182 0.343
S -1.0367 1.4275 3.7662 0.304
S -2.7036 0.0275 5.8082 -0.001
O -3.7168 -0.7045 -1.7087 0.000
O -3.5205 -2.1962 6.9558 0.010
O 2.9174 1.0626 -0.2656 -0.002
O 1.6165 1.1123 1.5600 0.015
O -2.4568 -1.1387 -3.7332 0.000
N 0.7323 -1.0862 -0.4602 0.008
N -1.6405 0.8822 0.7920 0.011
N -10.4645 0.9794 0.1735 0.000
N -1.2839 -0.6600 -1.4321 -0.002
N -3.7321 1.3401 0.3163 0.013
N -2.5091 -6.9958 -0.6517 0.000
N 0.1749 -2.0663 -2.5542 0.001
N 5.6028 1.7692 0.2204 0.000
C -2.8746 0.4873 0.9266 -0.022
C 4.9838 2.6927 -1.9217 -0.001
C -2.4271 -5.6667 -1.0658 -0.001
C 5.2649 1.2534 1.4575 -0.002
C 4.2424 3.7495 0.1260 0.000
C 3.6784 4.7688 -0.6082 0.000
C 4.4161 3.7350 -2.6514 0.000
C 6.0684 0.3479 3.5524 0.000
C 2.7252 1.1023 0.9473 0.000
C 4.7654 0.2207 4.0043 0.000
C -1.6660 -0.0172 4.3298 0.050
C -2.2943 -3.3299 -0.5189 0.003
C -7.1282 -0.0743 0.2866 0.000
C -7.2702 2.3340 0.1804 0.000
C -5.7542 0.0068 0.3103 0.000
C 1.9156 -1.6585 -0.5146 0.003
C 3.7225 0.5596 3.1619 0.000
C -5.1198 1.2517 0.2724 0.001
C -2.6106 -5.3269 -2.4051 0.000
C -9.3131 1.0189 0.2007 0.000
C -2.9539 2.3195 -0.2506 0.004
C 5.6428 1.5286 -2.6111 0.000
C 6.3140 0.8682 2.2978 0.000
C 3.7767 4.7735 -1.9878 0.000
C -7.9096 1.0889 0.2244 0.000
C -0.1254 -1.2640 -1.5073 0.003
C 1.3797 -2.5745 -2.6074 -0.001
C -5.8961 2.4129 0.2106 -0.001
C 3.9413 1.0516 1.8813 0.005
C -2.4980 -3.0058 -1.8466 0.003
C -2.2522 -4.6525 -0.1259 -0.005
C 2.3325 -2.3984 -1.6113 -0.001
C -1.6623 2.0126 0.0426 -0.007
C 4.4860 3.7418 -4.1535 0.000
C -2.9667 -1.6957 6.0096 0.008
C -2.6472 -3.9987 -2.7914 0.000
C 4.9087 2.7111 -0.5224 0.001
C -1.4957 -1.2727 3.8059 0.026
H 4.1118 4.6846 -4.5466 0.000
H 2.6961 0.4278 3.4723 0.010
H 6.4778 1.4443 -0.1604 0.000
H 1.5894 -3.1854 -3.4838 0.000
H 5.5129 3.6060 -4.4926 0.000
H 3.3198 -2.8341 -1.6688 0.000
H 4.1760 3.7418 1.2041 0.000
H 2.5421 -1.5612 0.3644 -0.001
H -2.2710 -7.6774 -1.3556 0.000
H -2.7247 -6.1138 -3.1386 0.000
H -7.8668 3.2329 0.1285 0.000
H 3.8834 2.9319 -4.5662 0.000
H -2.0925 -7.1802 0.2494 0.000
H 6.8995 0.0482 4.1788 0.000
H -2.0760 -4.9092 0.9097 -0.002
H -7.6193 -1.0370 0.3069 0.000
H -3.1830 -0.3735 1.4823 -0.006
H -0.7496 2.5116 -0.2133 0.000
H -2.1381 -2.5405 0.2006 0.005
H 6.6795 1.7515 -2.8840 0.000
H 7.3333 0.9722 1.9408 0.000
H 3.1726 5.5751 -0.0983 0.000
H -5.1514 -0.8867 0.3025 0.000
H -2.7807 -3.7096 -3.8215 0.000
H 4.5608 -0.1607 4.9939 0.000
H -5.4165 3.3803 0.2048 0.000
H 3.3514 5.5893 -2.5572 0.000
H 5.6189 0.6569 -1.9621 0.000
H -3.3684 3.1133 -0.8350 0.001
H 5.1025 1.2714 -3.5174 0.000

# 3
24
Properties=species:S:1:pos:R:3:mulliken_charge:R:1 method="wB97M-V/def2-TZVPD" homo_ev=-9.11 smiles="CNC(C)=O.CNC(C)=O" total_energy_ev=-13524.15021 molar_mass_da=146.19 homo_lumo_gap_ev=9.7
O -1.2486 0.7108 0.5243 -0.707
O 1.6239 -1.8881 -2.2833 -0.665
N -0.3248 -1.1532 -1.4664 -0.038
N -0.1098 0.5727 2.4148 -0.214
C 0.4920 2.3089 0.7451 -1.458
C -0.4025 1.2597 1.2399 1.011
C -1.0932 -0.3555 3.0010 -0.846
C -1.1063 -2.2776 -1.9810 -0.947
C 0.9714 -0.9530 -1.8292 0.632
C 1.5945 0.4003 -1.8963 -0.781
H 2.1035 0.5864 -2.8335 0.357
H 0.3735 3.1705 1.4400 0.395
H -1.1341 -3.0968 -1.2536 0.259
H 1.5300 2.1784 1.1050 0.371
H 2.2366 0.5153 -1.0144 0.230
H -0.8980 -0.3626 -1.1855 0.239
H 0.6739 0.8162 3.0017 0.201
H -0.6323 -2.4602 -2.9585 0.328
H -1.7830 -0.5269 2.1877 0.318
H 0.8663 1.2125 -1.7078 0.074
H -0.5501 -1.2812 3.2335 0.287
H -1.5401 -0.0208 3.9253 0.280
H -2.1361 -1.9406 -2.1255 0.328
H 0.4934 2.5845 -0.2830 0.347

# 4
118
Properties=species:S:1:pos:R:3:mulliken_charge:R:1 method="wB97M-V/def2-TZVPD" homo_ev=-5.43 total_charge=-1 total_energy_ev=-97502.84707 molar_mass_da=803.23 homo_lumo_gap_ev=7.9
Ca -0.5465 -0.0381 0.7851 0.041
S 2.0981 0.4999 1.3270 -0.064
Si 3.0083 0.4843 -0.5185 -1.016
O 4.4101 1.3453 -0.6371 0.146
O -1.6303 3.6822 2.8536 -0.773
O 1.9893 1.1691 -1.6240 0.618
O -2.7916 0.4418 -3.1141 -0.779
O 3.4974 -1.0182 -1.0265 0.436
N -1.6472 1.7993 -0.1210 1.765
N -1.5904 -0.5527 -1.3915 1.599
N -1.5948 1.3888 2.5136 1.474
C -1.5731 2.6813 2.1361 -0.833
C 0.3337 -1.0100 4.0389 -0.953
C -4.1492 1.1731 5.1887 -0.520
C -2.1133 4.1984 -1.3025 -0.684
C 2.2663 1.6671 -2.9407 1.892
C 3.0218 0.6166 -3.7462 -1.043
C 6.4104 2.4271 -0.0338 -1.885
C -1.9521 -3.7474 -3.3060 -0.376
C -4.3943 2.0487 2.8709 1.629
C 2.9583 -2.3272 -0.8943 2.238
C 0.9119 1.4617 4.4585 -1.380
C -4.7875 3.4910 3.2013 -1.759
C -2.1082 0.3276 6.0630 -1.021
C -2.2099 3.0315 -2.0484 -0.549
C -1.6227 2.8970 0.6259 -0.367
C -1.8287 4.1428 0.0576 -0.809
C -1.4825 -1.2812 -5.2635 -1.887
C -1.9699 -1.8565 -1.8059 -1.124
C 5.7035 0.3697 1.1892 -1.487
C -0.6917 -1.7110 -4.0241 2.718
C 5.7245 1.0722 -0.1645 1.869
C -1.4466 0.5956 4.8653 0.920
C 1.4273 -2.3210 -0.9103 -0.561
C -4.5405 -2.4282 0.9089 -2.017
C -2.7229 -4.4877 -2.4283 -1.456
C 3.4603 -2.9417 0.4094 -1.953
C 3.0626 2.9678 -2.8590 -1.608
C -3.1485 -2.0205 0.4331 1.643
C -2.1203 0.4691 -2.0775 -0.864
C -3.4486 0.6114 6.2415 -1.454
C -1.5627 -2.4419 -3.0200 0.414
C -2.1030 -2.3956 1.5011 -1.498
C 0.0361 0.2663 4.8314 0.504
C 0.9122 1.9585 -3.5733 -1.375
C -2.1629 1.1611 3.7935 -0.863
C -1.9451 1.8293 -1.4110 -0.539
C -5.6455 1.2099 2.5917 -1.313
C -2.7542 -2.6139 -0.9094 1.151
C 3.5014 -3.1056 -2.0894 -1.981
C 6.4393 0.2083 -1.2027 -1.477
C 0.5073 -2.5568 -4.4620 -1.777
C -3.1170 -3.9158 -1.2305 -0.648
C -3.5377 1.4446 3.9721 1.022
H -6.1534 1.5719 1.6951 0.448
H 1.0364 -2.9829 -3.6108 0.259
H 0.1374 -0.9120 2.9705 0.248
H 6.4543 0.7226 -2.1659 0.278
H 5.9067 -0.7349 -1.3232 0.033
H -5.1998 1.4089 5.3155 0.295
H 6.7289 0.2147 1.5331 0.515
H -1.5400 -0.1018 6.8815 0.345
H 3.1390 -2.3273 1.2519 0.225
H 6.4078 2.9431 -0.9954 0.333
H -2.2753 -3.4102 1.8651 0.672
H 3.1676 0.9621 -4.7723 0.568
H 2.4555 -0.3156 -3.7681 -0.203
H 7.4687 0.0044 -0.8980 0.528
H 4.0580 2.7956 -2.4575 0.084
H -1.6428 -4.1952 -4.2430 0.321
H 5.8762 3.0440 0.6897 0.414
H -1.7984 5.0188 0.6893 0.576
H -5.2918 -2.1840 0.1574 0.421
H -3.1537 -0.9326 0.3200 -0.157
H 1.0663 -2.0522 0.0869 0.372
H 3.9968 0.4138 -3.3000 0.051
H -2.3377 -0.6731 -4.9832 0.344
H -0.2779 -1.8347 4.4120 0.344
H 3.1953 -2.6259 -3.0197 0.344
H -0.8425 -0.7104 -5.9420 0.441
H 1.2083 -1.9471 -5.0366 0.429
H 0.1948 -3.3803 -5.1082 0.517
H 5.2086 -0.5995 1.1184 0.082
H -2.2934 5.1560 -1.7761 0.419
H -1.8365 -2.1667 -5.8009 0.412
H 1.9676 1.1833 4.4718 0.464
H 3.1438 3.4098 -3.8551 0.468
H 7.4439 2.3068 0.2978 0.417
H -3.0163 -5.5008 -2.6747 0.363
H 1.0390 -1.6076 -1.6396 -0.793
H 3.0666 -3.9539 0.5329 0.399
H -5.3911 0.1602 2.4418 0.069
H 3.1417 -4.1368 -2.0852 0.421
H -4.5976 -3.4980 1.1166 0.390
H -3.7204 -4.4926 -0.5413 0.242
H -5.4226 3.5152 4.0914 0.358
H 1.0405 2.3151 -4.5979 0.513
H 0.2938 0.0114 5.8653 0.461
H -3.8090 2.0557 1.9515 -0.645
H -2.1339 -1.7245 2.3675 0.139
H 0.3983 2.7288 -2.9984 0.265
H 0.6850 1.8440 3.4680 -0.025
H -6.3565 1.2656 3.4191 0.377
H -4.7948 -1.9050 1.8319 0.392
H -5.3510 3.9313 2.3742 0.416
H 0.7503 2.2689 5.1752 0.379
H 2.5442 3.6715 -2.2056 0.290
H -3.9365 0.4051 7.1862 0.358
H -2.4884 3.0252 -3.0925 0.575
H 1.3873 -1.2826 4.1215 0.474
H -0.3158 -0.8173 -3.5215 -1.828
H 5.1642 0.9668 1.9245 0.332
H -3.9020 4.0972 3.3858 0.374
H 4.5922 -3.1122 -2.0526 0.407
H -1.0917 -2.4370 1.0748 0.389
H 0.2806 1.0700 -3.5916 0.139
H 1.0333 -3.3106 -1.1510 0.640
H 4.5511 -2.9899 0.4025 0.437